[1]
ORCA calculation (ωB97M-V/def2-TZVPD) on a structure of composition C7H12N3O2 at a distorted geometry.

Output
LUMO level (spin up / spin down): -0.13572 / -0.13569 Ha
Energy above the lowest of the compared OMol25 structures with the same formula, charge and spin: 86.7 kcal per mole
Maximum force: 4.2 eV Å⁻¹

```
! RIJCOSX wB97M-V def2-TZVPD def2/J DEFGRID3
* xyz 1 1
C -1.7133 -0.7560 0.1423
C 2.0557 -1.8094 -0.1031
C 2.2431 1.3570 0.5235
C 0.9520 1.7241 1.0991
C 2.1414 0.5375 -0.7859
C 0.1503 -0.2905 0.1828
C -3.9546 -0.3477 -0.6251
N -0.7080 -1.2316 0.8382
N 1.3236 -0.6279 -0.4002
N -1.0482 0.0669 -0.6356
O 3.2260 -1.8236 -0.3824
O -2.9807 -0.9025 0.3235
H 1.2751 -2.4800 0.3293
H 2.9353 2.2602 0.3457
H 2.8876 0.6514 1.2577
H 0.7088 1.6806 2.2234
H 0.4685 2.6052 0.6025
H 1.5155 1.0673 -1.5524
H 3.0471 0.1503 -1.2073
H -4.4570 -1.2310 -1.0935
H -3.5796 0.3793 -1.2983
H -4.6345 0.2114 0.0716
H -0.6072 -1.7227 1.6609
H -1.2468 0.5318 -1.5165
*
```

[2]
ORCA calculation (ωB97M-V/def2-TZVPD) on the ion C7H12N5 with charge +1 at a distorted geometry.

Output
LUMO level (spin up / spin down): -0.11406 / -0.18428 Ha
Energy above the lowest of the compared OMol25 structures with the same formula, charge and spin: 71.0 kcal per mole
Maximum force: 4.5 eV Å⁻¹

```
! RIJCOSX wB97M-V def2-TZVPD def2/J DEFGRID3
* xyz 1 3
C 0.8835 2.1993 -0.9866
C -0.4399 -0.3939 -0.2796
C 0.5554 0.2364 0.3977
C -1.1078 1.3121 -1.7484
C 0.4721 -1.8151 1.2623
C 2.2336 1.7058 0.8391
C -1.5879 -2.5943 -0.0647
N -0.2205 2.1295 -1.7016
N 0.9610 -0.4818 1.4858
N 1.1741 1.3217 0.0116
N -0.5611 -1.5889 0.2259
N -2.2809 1.1069 -2.2700
H 1.4335 3.0038 -1.1560
H 1.3926 -2.4209 1.0010
H -0.0526 -2.2111 2.1034
H 2.7987 0.8763 1.3178
H 2.8570 2.3554 0.1783
H 1.8331 2.3156 1.6421
H -1.9935 -2.7797 -1.1206
H -1.2217 -3.5974 0.3180
H -2.5112 -2.4240 0.4521
H 0.8535 -0.2283 2.5293
H -2.9228 1.8707 -2.1096
H -2.5481 0.1020 -2.3273
*
```

[3]
ORCA calculation (ωB97M-V/def2-TZVPD) on the ion C7H12NOS with charge +1 at a distorted geometry.

Output
LUMO level (spin up / spin down): -0.11441 / -0.27054 Ha
Energy above the lowest of the compared OMol25 structures with the same formula, charge and spin: 0.0 kcal per mole
Maximum force: 5.1 eV Å⁻¹

```
! RIJCOSX wB97M-V def2-TZVPD def2/J DEFGRID3
* xyz 1 3
C -0.8050 0.0588 2.2679
C 0.3545 -0.1197 0.4044
C -0.5927 0.7828 0.0214
C 1.4156 -0.6236 -0.5744
C -1.4387 0.2452 -2.1365
C 1.1186 -1.3477 2.4124
C -0.9071 1.3836 -1.2695
N 0.2630 -0.4743 1.6885
O 0.2567 1.9442 -1.8335
S -1.7381 1.0960 1.3448
H -0.9505 -0.0653 3.3436
H 2.0957 0.2145 -0.7037
H 1.8996 -1.4679 -0.2314
H 0.9485 -0.8389 -1.5804
H -0.5465 -0.2810 -2.4297
H -1.9461 0.5505 -3.0661
H -2.0677 -0.4520 -1.5214
H 2.2268 -1.1105 2.2391
H 1.0709 -1.2330 3.5198
H 1.0537 -2.4961 2.1105
H -1.7535 2.2151 -1.1963
H 0.0427 2.0196 -2.8094
*
```

[4]
ORCA calculation (ωB97M-V/def2-TZVPD) on the molecule C7H12O at a distorted geometry.

Output
LUMO level (spin up / spin down): 0.03791 / 0.02691 Ha
Energy above the lowest of the compared OMol25 structures with the same formula, charge and spin: 96.6 kcal per mole
Maximum force: 1.9 eV Å⁻¹

```
! RIJCOSX wB97M-V def2-TZVPD def2/J DEFGRID3
* xyz 0 1
C 0.2030 0.4598 -0.8393
C 0.2409 -1.0119 -0.7043
C -0.2013 1.5732 1.1658
C -0.4009 -0.3402 -1.9221
C -0.6932 -1.7027 0.2713
C 1.5563 -1.7354 -0.8989
C -0.4890 2.9129 1.7512
O -0.3057 1.4198 -0.1154
H 0.2635 0.8031 1.7616
H 0.1189 -0.3993 -2.8675
H -1.4797 -0.3775 -2.0222
H -0.1851 -1.9066 1.2105
H 2.1268 -1.2827 -1.7075
H 2.1506 -1.6882 0.0127
H -1.0388 -2.6508 -0.1476
H -1.5643 -1.0836 0.4800
H 1.3781 -2.7837 -1.1386
H -1.0799 2.8219 2.6586
H 0.4407 3.4588 2.0172
H -1.0409 3.5131 1.0344
*
```

[5]
ORCA calculation (ωB97M-V/def2-TZVPD) on the molecule C7H12O at a distorted geometry.

Output
LUMO level: 0.03815 Ha
SMILES: C[C@@]12CCCC[C@H]1O2
Energy above the lowest of the compared OMol25 structures with the same formula, charge and spin: 89.8 kcal per mole
Maximum force: 2.8 eV Å⁻¹

```
! RIJCOSX wB97M-V def2-TZVPD def2/J DEFGRID3
* xyz 0 1
C 2.0005 0.3564 -0.3286
C 0.6172 1.0684 -0.0065
C -0.3954 0.8422 -1.1468
C -0.8374 -0.6125 -1.0619
C -1.3165 -1.1126 0.3053
C -0.2264 -0.6616 1.3792
C -0.1761 0.8563 1.2123
O 0.9413 1.6955 1.4152
H 2.6888 0.4737 0.5168
H 2.5758 0.8668 -1.1980
H 1.8394 -0.7407 -0.4990
H -1.2080 1.5514 -0.9566
H -0.0091 0.9992 -2.1504
H -1.7096 -0.9481 -1.6617
H -0.0487 -1.2831 -1.3521
H -1.5092 -2.1818 0.2833
H -2.2745 -0.6924 0.4774
H 0.7489 -0.9962 1.0461
H -0.5280 -0.8941 2.4413
H -1.1730 1.4131 1.2849
*
```

[6]
ORCA calculation (ωB97M-V/def2-TZVPD) on the molecule C7H12O at a distorted geometry.

Output
LUMO level: 0.03292 Ha
SMILES: C=C(/C=C/CO)CC
Energy above the lowest of the compared OMol25 structures with the same formula, charge and spin: 35.1 kcal per mole
Maximum force: 1.9 eV Å⁻¹

```
! RIJCOSX wB97M-V def2-TZVPD def2/J DEFGRID3
* xyz 0 1
C 2.2502 -1.1395 -0.1037
C 0.9446 -0.9666 0.0637
C 0.4257 0.2225 0.7793
C 0.4222 1.4434 0.2539
C -0.3664 2.5651 0.8599
O -1.7993 2.3032 0.8739
C -0.0416 -1.9448 -0.5144
C -1.2305 -1.2943 -1.2693
H 2.6678 -1.9748 -0.6562
H 2.9575 -0.4948 0.4066
H -0.1781 -0.0097 1.6564
H 1.0005 1.6926 -0.6271
H -0.3597 3.4260 0.1958
H -0.0849 2.9607 1.8361
H -1.9668 1.7083 1.6082
H -0.5174 -2.5072 0.2913
H 0.4833 -2.5974 -1.2013
H -1.0143 -0.2643 -1.5597
H -1.4395 -1.8349 -2.1948
H -2.1535 -1.2937 -0.6985
*
```